Entry 1:
Density functional theory data (ωB97M-V with the def2-TZVPD basis set) for a molecular structure, C34H51BrN2P2Ti in a non-equilibrium geometry.

Values from the calculation:
net charge	+2
HOMO-LUMO gap (alpha / beta)	7.29 / 7.73	eV
multiplicity	3
⟨S²⟩	2.02

Positions of all 91 atoms, in Å:
C -1.64892 -4.15703 2.93850
C -2.03901 -4.31335 1.60645
C -2.73002 -5.48997 1.26631
C -2.96700 -6.44921 2.27434
N -2.60121 -6.26382 3.53596
C -1.95108 -5.15654 3.86552
C -1.66861 -3.26369 0.63403
C -0.57947 -2.46117 0.44991
C 0.63487 -1.79781 0.82082
C 0.52914 -0.66909 1.68959
C 1.23802 0.46766 1.32709
C 2.27516 0.37734 0.40421
C 2.70774 -0.88816 -0.03308
C 1.89926 -1.99855 0.22090
Ti -2.00882 -1.94230 -0.72552
P -2.05173 0.71949 -0.12855
H -3.08804 -5.67575 0.25548
H -1.14920 -3.25902 3.29106
H -3.49036 -7.38162 2.03308
H -1.68105 -5.05467 4.91632
H 2.24089 -2.99580 -0.05538
H -0.19598 -0.65674 2.49546
H 3.67364 -0.99429 -0.54574
H 0.91506 1.47330 1.64258
C -1.55703 2.20405 -1.13378
C -2.59073 2.73754 -2.11695
H -0.61718 1.94683 -1.64021
H -1.29709 2.99081 -0.40966
H -2.16224 3.59484 -2.65135
H -2.87323 1.99951 -2.87378
H -3.50048 3.09776 -1.62179
C -3.71340 0.12309 -0.74386
C -4.62199 -0.39725 0.37361
H -3.59346 -0.68719 -1.52313
H -4.11692 0.99041 -1.27630
H -5.30451 -1.14968 -0.04978
H -4.06170 -0.88306 1.19427
H -5.22459 0.41763 0.80056
C -2.53643 1.72494 1.37059
C -3.57830 2.82733 1.13853
H -1.60005 2.17312 1.74111
H -2.88275 1.02089 2.13994
H -3.92190 3.20686 2.10958
H -3.16665 3.68355 0.58949
H -4.46506 2.47648 0.59579
Br 2.62405 1.90923 -0.66926
P -0.43530 -1.51350 -3.86207
C -1.36084 0.06829 -3.68741
C -1.80267 0.52797 -5.07121
H -0.69523 0.81070 -3.22120
H -2.22983 -0.09360 -3.02316
H -2.61745 1.25498 -5.00027
H -0.97944 1.00069 -5.61870
H -2.15086 -0.31983 -5.67161
C 1.20323 -0.95543 -3.16159
C 2.28166 -1.16222 -4.22980
H 1.41663 -1.51789 -2.24317
H 1.14720 0.10959 -2.88418
H 3.15399 -0.52458 -4.04309
H 2.62501 -2.20546 -4.24881
H 1.90235 -0.92305 -5.23294
C -1.15014 -2.61801 -2.60029
C -0.85121 -4.14042 -2.69754
H -2.27589 -2.46599 -2.64223
H -0.50634 -2.16139 -1.70455
H -0.80722 -4.58309 -1.69695
H -1.66261 -4.65723 -3.23229
H 0.10846 -4.37237 -3.19094
C 5.50494 2.95679 1.15489
N 4.82630 1.66087 1.46189
C 5.76094 0.49366 1.43176
C 4.01845 1.77761 2.75527
C 2.96301 2.82727 2.65594
C 2.57406 3.54900 3.80439
C 1.57115 4.50039 3.72804
C 0.87290 4.70693 2.54658
C 1.24810 3.96471 1.39418
C 2.27617 3.09627 1.50796
H 6.13390 3.22878 2.01109
H 4.73548 3.71300 0.97387
H 6.11051 2.79784 0.25613
H 4.12204 1.54155 0.68462
H 6.48163 0.59304 2.24950
H 5.18345 -0.43234 1.53641
H 6.27023 0.51014 0.46140
H 3.62094 0.77940 2.99610
H 4.75187 2.03366 3.52487
H 3.09495 3.36011 4.73564
H 1.30972 5.09157 4.61457
H 0.05183 5.41914 2.49315
H 0.70231 4.09555 0.46281

Forces on atoms 1 to 6 (eV/Å):
-0.085 -0.246 0.517
0.264 -0.247 0.058
0.031 -0.028 0.437
0.034 0.698 -0.685
-0.017 -0.518 0.081
-0.131 0.421 -0.362

=====

Entry 2:
Density functional theory data (ωB97M-V with the def2-TZVPD basis set) for a molecular structure, C34H52N8O6P2RbSSi in a non-equilibrium geometry.

Values from the calculation:
net charge	-1
HOMO-LUMO gap	6.89	eV
relative energy (zero: lowest compared OMol25 entry of this formula, charge and spin)	39.16	kJ/mol

Positions of all 105 atoms, in Å:
Rb -0.27691 0.07257 -0.54216
C 5.42945 0.86446 -3.55517
N 4.85570 1.76300 -2.56152
C 5.80004 2.15137 -1.52715
P 3.31468 1.41746 -2.00927
O 3.12460 0.16613 -1.21306
O 3.16155 2.82032 -1.12003
P 1.77797 3.57044 -0.94011
O 0.56551 2.81874 -1.33732
N 1.72080 4.03597 0.66420
C 2.43940 5.17539 1.13529
C 1.56510 2.99205 1.68956
N 2.01089 4.89879 -1.87188
C 0.88060 5.81305 -2.27621
C 3.33086 5.45605 -2.12542
N 2.40546 1.40623 -3.38345
C 2.37806 2.67793 -4.15305
C 1.14651 0.62223 -3.46931
H 6.32495 1.31706 -3.95616
H 4.67354 0.70529 -4.35937
H 5.76691 -0.10551 -3.18098
H 6.71305 2.45274 -2.00644
H 5.98515 1.27965 -0.86590
H 5.43517 2.93480 -0.86333
H 2.37961 6.00906 0.41864
H 3.50616 5.05975 1.30962
H 1.99091 5.54698 2.04547
H 0.82072 2.18513 1.49815
H 1.12525 3.40202 2.60905
H 2.52261 2.52517 1.91911
H -0.07188 5.46839 -1.85715
H 0.82792 5.83205 -3.36344
H 1.06811 6.80793 -1.92551
H 4.06363 4.69317 -2.09999
H 3.68389 6.12116 -1.35955
H 3.32954 5.93298 -3.08945
H 3.29954 3.24206 -4.03731
H 1.49179 3.28473 -3.85212
H 2.20411 2.48646 -5.21160
H 1.18674 -0.33668 -2.99876
H 0.88566 0.49180 -4.52827
H 0.27428 1.17488 -3.07072
N -7.56702 -3.35035 0.24573
C -6.63556 -2.60690 -0.56571
C -5.54149 -1.94077 0.00272
C -4.63548 -1.34051 -0.82845
C -4.78561 -1.36249 -2.16719
C -5.83387 -2.07538 -2.79832
C -6.81004 -2.61109 -1.98651
S -3.58552 -0.54330 -3.21935
O -3.64809 0.87465 -2.92700
O -3.94944 -0.96195 -4.53926
N -2.07095 -1.04547 -2.78046
C -1.82571 -2.33497 -2.65489
N -2.78542 -3.27950 -2.72843
C -2.47942 -4.51729 -2.37842
C -1.19810 -4.91632 -2.00871
C -0.25018 -3.89264 -2.02020
N -0.53437 -2.65037 -2.31457
H -7.59778 -3.02307 1.18287
H -8.49179 -3.35839 -0.08096
H -5.41566 -1.94613 1.07776
H -3.81900 -0.71959 -0.43014
H -5.72764 -2.15142 -3.85960
H -7.73731 -3.01676 -2.38922
H -3.27200 -5.24739 -2.42556
H -1.01720 -5.94287 -1.73662
H 0.77854 -4.07145 -1.70745
C 0.75657 -1.94249 5.41707
C 0.82955 -0.79416 4.45259
C 0.26630 0.46249 5.14012
C 2.30526 -0.51505 4.12226
Si -0.13557 -0.89026 2.81507
O 0.01138 0.50838 2.09416
C -2.00878 -1.18693 3.10590
C -2.64368 -2.31912 3.58737
C -4.03964 -2.35700 3.87679
C -4.78793 -1.16055 3.64852
C -4.19245 -0.01007 3.16490
C -2.81467 -0.07092 2.83299
C 0.67511 -2.27742 1.76703
C 0.15823 -3.53345 1.54438
C 0.88734 -4.51151 0.94215
C 2.19927 -4.20727 0.51631
C 2.67737 -2.90223 0.60809
C 1.93316 -1.91989 1.21286
H 1.26081 -1.78155 6.36888
H 1.25668 -2.84027 5.06962
H -0.25798 -2.19326 5.64148
H 0.97945 0.93285 5.84353
H -0.72142 0.23549 5.65919
H 0.05191 1.20953 4.35107
H 2.79366 -0.30243 5.07556
H 2.40846 0.33932 3.43416
H 2.75650 -1.45354 3.69916
H -2.03391 -3.19054 3.79068
H -4.54110 -3.23424 4.25822
H -5.87528 -1.11378 3.89192
H -4.81866 0.82169 2.95923
H -2.37622 0.78318 2.34086
H -0.84582 -3.72148 1.90269
H 0.51151 -5.52665 0.86340
H 2.78973 -4.96483 -0.01232
H 3.64467 -2.72768 0.22018
H 2.25871 -0.84591 1.25393

Forces on atoms 1 to 6 (eV/Å):
-0.084 -0.079 -0.332
-0.726 -0.190 -0.560
-0.419 0.210 0.125
-0.096 -0.967 0.844
0.122 -1.579 0.219
0.045 1.604 -0.473

=====

Entry 3:
Density functional theory data (ωB97M-V with the def2-TZVPD basis set) for a molecular structure, C34H53N2NiO2P2 in a non-equilibrium geometry.

Values from the calculation:
net charge	+1
HOMO-LUMO gap (alpha / beta)	7.06 / 5.82	eV
multiplicity	3
⟨S²⟩	2.06
relative energy (zero: lowest compared OMol25 entry of this formula, charge and spin)	0.00	kJ/mol

Positions of all 94 atoms, in Å:
C 1.93077 1.77258 -1.33859
C -0.11193 1.55264 -2.49233
C 2.50288 2.50269 -2.37550
C 0.37430 2.44497 -3.49577
C 1.67375 2.92064 -3.42090
H 3.55970 2.74787 -2.30854
H -0.30904 2.72210 -4.29715
H 2.06614 3.61470 -4.16325
N 0.63464 1.43363 -1.33958
P 1.59198 1.24452 1.29345
P -1.85480 -0.48362 -1.47082
C 2.74471 1.28892 -0.14930
H 3.10750 0.26688 -0.34411
H 3.62847 1.91296 0.02961
C -1.25953 0.73831 -2.60040
H -1.86588 0.89551 -3.50117
C -1.76519 -1.97398 -2.74728
C -3.73097 -0.16371 -1.08864
C 2.45885 0.13029 2.55342
C 1.66507 3.08328 1.75927
C -1.56088 -3.25219 -1.92854
H -2.41679 -3.47836 -1.28150
H -1.43287 -4.09240 -2.62735
H -0.66398 -3.19639 -1.30862
C -3.01602 -2.11994 -3.62549
H -3.92890 -2.34793 -3.06796
H -3.18014 -1.23284 -4.24987
H -2.84750 -2.96252 -4.31609
C -0.59598 -1.79777 -3.73019
H -0.37432 -2.76943 -4.20112
H -0.82118 -1.06710 -4.51694
H 0.31689 -1.47082 -3.23157
C -4.35654 -1.47154 -0.58481
H -3.84872 -1.81165 0.32713
H -5.40881 -1.28343 -0.33033
H -4.33409 -2.29450 -1.30257
C -3.86133 0.85156 0.04556
H -3.47192 0.45190 0.98857
H -3.36045 1.79815 -0.17653
H -4.92805 1.07653 0.19701
C -4.42546 0.42509 -2.31518
H -4.48986 -0.26118 -3.16095
H -5.45571 0.68492 -2.03608
H -3.92235 1.33916 -2.64769
C 1.12780 3.22519 3.18780
H 1.01915 4.29788 3.40536
H 0.13430 2.77675 3.29018
H 1.79711 2.79814 3.94383
C 0.74464 3.86353 0.80241
H 1.08063 3.79601 -0.23752
H -0.29155 3.52211 0.86071
H 0.76216 4.92313 1.09796
C 3.05991 3.72710 1.65625
H 2.97839 4.74978 2.05608
H 3.82906 3.20713 2.23596
H 3.40050 3.82102 0.61794
C 2.82364 -1.21261 1.90226
H 3.57048 -1.10593 1.10586
H 3.25163 -1.87134 2.67409
H 1.94042 -1.71012 1.48675
C 1.44191 -0.14249 3.67584
H 0.49037 -0.52880 3.28188
H 1.85609 -0.90373 4.35482
H 1.22014 0.75052 4.27371
C 3.74062 0.77905 3.09736
H 4.45024 1.02163 2.29357
H 3.55288 1.67944 3.69604
H 4.24013 0.05293 3.75843
Ni -0.22691 0.40385 0.24734
C -1.29982 1.33290 1.64902
O -1.82973 2.25874 2.12116
N 0.52054 -1.14195 -0.42920
C 1.20954 -1.61047 -1.27704
C 2.16739 -2.56113 -1.74227
C 2.49510 -3.62712 -0.88407
C 2.76272 -2.47090 -3.01653
C 3.38665 -4.61447 -1.30419
H 2.03427 -3.66832 0.10797
C 3.62780 -3.47830 -3.43964
H 2.52637 -1.61068 -3.64590
C 3.95039 -4.54077 -2.58377
H 3.62945 -5.43369 -0.62295
H 4.05605 -3.43063 -4.44033
H 4.65187 -5.30987 -2.91191
C -4.09720 0.57790 3.98577
C -2.78506 -0.13458 3.88302
C -2.16474 -0.62789 5.15144
O -2.18832 -0.25620 2.78913
H -4.42623 0.63312 5.02598
H -4.86070 0.05209 3.39891
H -4.00152 1.59767 3.59151
H -1.56676 -1.52118 4.94645
H -1.51093 0.15186 5.56968
H -2.93732 -0.85477 5.89150

Forces on atoms 1 to 6 (eV/Å):
-0.321 -0.344 0.243
0.758 0.409 0.689
-0.167 -0.010 -0.103
-0.406 -0.351 0.010
0.052 0.099 0.057
-0.224 0.101 -0.190

=====

Entry 4:
Density functional theory data (ωB97M-V with the def2-TZVPD basis set) for 3 unconnected molecules or ions with the total composition C34H54BClF18N4O8P in a non-equilibrium geometry.

Values from the calculation:
net charge	+1
HOMO-LUMO gap	8.15	eV
relative energy (zero: lowest compared OMol25 entry of this formula, charge and spin)	826.70	kJ/mol

Positions of all 121 atoms, in Å:
C -0.41586 -2.24790 5.74262
C 0.28260 -2.24160 4.29516
O 1.32367 -1.19905 4.15178
C 1.84080 -1.39889 2.81464
C 2.21206 -0.05060 2.02275
N 1.11813 1.02700 2.09138
C 1.82913 2.29411 2.42475
C 1.12158 3.70617 2.38307
C 2.27881 4.82151 2.71170
C 2.54704 5.01671 4.28207
C 4.01858 5.64010 4.61361
C 4.47995 5.12565 6.06859
C 3.32272 5.09492 7.18211
C 4.00799 4.48209 8.53720
O 4.42474 3.11201 8.31688
C 3.30644 2.19305 8.32757
C 0.17995 0.94210 0.95140
Cl -0.72492 -0.71959 0.85079
P -1.35899 2.08749 0.94997
C -2.82748 1.23480 0.06142
C -1.99352 2.38518 2.73272
C -2.34681 3.98401 2.83320
C 1.00375 0.95273 -0.44769
B 1.20487 2.48239 -1.06723
N 2.39203 3.34023 -0.92065
O 0.08236 3.08880 -1.80258
O 2.08064 0.04810 -0.57179
C 2.94586 -0.21257 0.60186
C 3.33751 -1.76905 0.23878
C 4.77484 -2.26495 0.69292
C 5.39310 -2.24725 2.19122
N 5.61941 -2.81219 -0.18465
N 4.07475 0.69714 0.32393
C 5.15052 0.91576 1.23708
O 6.30608 0.50253 0.93068
F 5.12806 1.65230 2.48352
C 4.55175 0.84952 -1.02859
O 4.67491 0.03804 -1.95558
F 5.10478 2.15601 -1.33493
H 0.10015 -1.60459 6.53147
H -0.51069 -3.35573 6.07205
H -1.51168 -1.90460 5.57848
H 0.79214 -3.27215 4.14900
H -0.55037 -2.12336 3.50113
H 2.84718 -1.96102 2.97150
H 1.20903 -2.15169 2.20440
H 3.02819 0.36309 2.74511
H 0.52547 0.82626 2.93798
H 2.83259 2.40769 1.85466
H 2.16922 2.18431 3.53436
H 0.39251 3.77730 3.27781
H 0.66285 4.04295 1.39476
H 1.99028 5.79588 2.15913
H 3.27204 4.48178 2.21311
H 2.50451 3.99424 4.79573
H 1.71779 5.67812 4.70836
H 4.81078 5.30938 3.83313
H 3.91790 6.78353 4.62912
H 5.29632 5.85113 6.45054
H 4.97715 4.09339 5.94199
H 2.91206 6.15513 7.33842
H 2.44505 4.39697 6.94927
H 4.92150 5.12048 8.78645
H 3.20067 4.57198 9.36701
H 3.64267 1.12235 8.60276
H 2.49270 2.51742 9.07464
H 2.87912 2.16468 7.25290
H -3.57345 2.07024 -0.22687
H -2.49867 0.68767 -0.88705
H -3.35115 0.56138 0.83048
H -1.20847 2.18063 3.54070
H -2.97768 1.82362 2.92353
H -1.68513 4.52507 3.60328
H -2.09594 4.46410 1.80782
H -3.45556 4.17769 3.02794
H 0.19652 0.54283 -1.18904
H 3.04485 3.06057 -0.18151
H 2.16093 4.34667 -0.85113
H 0.42691 3.20004 -2.72485
H 3.35354 -1.88740 -0.92002
H 2.47760 -2.50349 0.50492
H 4.91977 -1.41524 2.84440
H 5.15015 -3.26773 2.66223
H 6.54369 -2.16099 2.17912
H 5.19778 -2.84699 -1.12585
C -3.66316 -1.31225 -4.16418
C -3.21659 -2.36479 -5.19978
C -3.92323 -3.71820 -5.12569
F -3.73749 -4.33958 -3.94562
F -3.43557 -4.55794 -6.07633
F -1.87119 -2.50920 -5.12785
F -3.46856 -1.83624 -6.43447
O -2.85170 -1.16771 -2.98756
C -3.09646 -2.06332 -1.92023
C -1.91048 -2.99820 -1.64506
F -1.58544 -3.72792 -2.73115
F -2.20430 -3.87980 -0.65726
F -4.24692 -2.72266 -2.14634
F -3.32411 -1.28300 -0.83060
H -3.57410 -0.34241 -4.66323
H -4.72489 -1.39633 -3.91625
H -4.99723 -3.61282 -5.29644
H -1.02637 -2.42845 -1.34681
C -5.24538 -4.19498 -8.81546
C -6.72777 -4.07359 -8.40697
C -7.44360 -5.38608 -8.08662
F -7.47446 -6.23190 -9.13206
F -8.73868 -5.14842 -7.75399
F -7.39050 -3.37435 -9.35816
F -6.76523 -3.29645 -7.27881
O -4.95515 -4.17943 -10.21990
C -5.06713 -5.40721 -10.91540
C -6.18398 -5.39414 -11.96462
F -7.38616 -5.11912 -11.41537
F -6.29628 -6.60429 -12.56474
F -5.18581 -6.41523 -10.02964
F -3.87605 -5.59289 -11.53114
H -4.75266 -3.29405 -8.43638
H -4.73875 -5.01886 -8.30514
H -6.97325 -5.89579 -7.24234
H -5.98599 -4.64282 -12.73344

Forces on atoms 1 to 6 (eV/Å):
-0.886 -0.427 -0.804
-0.634 -1.098 1.012
-1.390 -0.398 -2.025
1.381 -1.825 -0.741
2.266 -0.415 2.140
-0.391 -1.452 0.990

=====

In the order shown, the computed energy values come out to -5541.02629; -3611.07497; -3778.09274; -4772.35845 Ha.